# 1
Entry from OMol25: a cluster of 11 separate species, C33H33F11O33 in total in a non-equilibrium geometry (ωB97M-V with the def2-TZVPD basis set).

Results
Calculated total energy in eV: -132217.968
Relative energy (zero: lowest compared OMol25 entry of this formula, charge and spin) in kJ/mol: 159.0

The geometry in XYZ format:
```
110
Properties=species:S:1:pos:R:3:forces:R:3
O 1.6332 -2.6894 -4.2155 0.3 0.4 0.3
C 0.9838 -3.2623 -3.4057 -0.8 -0.9 -0.5
O -0.2694 -3.6975 -3.6583 -0.7 0.4 -0.8
C -0.8901 -4.2172 -2.4964 0.4 -0.4 0.6
C 0.3680 -4.5663 -1.6422 -0.7 2.4 -1.5
F 0.8427 -5.7630 -1.8839 0.2 -2.5 -0.1
O 1.3397 -3.6951 -2.1952 0.8 0.7 0.9
H -1.5271 -3.4172 -2.0443 0.4 -0.8 -0.2
H -1.4371 -5.1473 -2.7636 0.2 0.8 0.2
H 0.2886 -4.3824 -0.6027 -0.1 0.2 1.1
O -1.8377 -0.2861 5.1713 -0.2 0.4 -0.5
C -0.9271 -0.7166 5.7868 1.8 0.1 1.2
O 0.3010 -0.1447 5.9942 -1.5 0.6 -1.1
C 1.1396 -1.0941 6.5880 1.4 1.4 2.0
C 0.2623 -2.1733 7.1072 -0.3 -1.5 0.0
F 0.0025 -2.1544 8.4625 0.5 0.3 -0.3
O -0.9302 -1.8574 6.4844 -1.9 -1.5 -0.5
H 1.8444 -1.4137 5.8739 0.8 -0.7 -0.9
H 1.6835 -0.5879 7.4085 -0.2 -0.3 -0.3
H 0.5946 -3.2228 6.8637 -0.5 1.1 0.1
O -1.2526 4.4172 3.7333 -0.6 -0.1 -0.1
C -2.1375 3.6809 3.4108 1.5 0.2 0.3
O -3.4161 3.9595 3.2777 -0.7 -0.6 0.0
C -4.1419 2.7566 2.8779 1.8 0.5 -0.1
C -3.0159 1.7527 2.6043 0.1 -0.3 0.0
F -2.7039 1.5355 1.2591 -0.7 -0.2 0.6
O -1.8629 2.3564 3.1275 -0.9 -0.1 0.2
H -4.7206 2.3896 3.6966 -0.5 0.1 0.5
H -4.7068 2.9969 2.0122 -0.6 0.1 -0.7
H -3.2648 0.7813 3.0891 0.7 0.5 -0.5
O 1.2136 1.4843 -3.8162 0.8 0.0 2.4
C 1.6798 1.6035 -2.6978 1.4 -0.6 -2.7
O 2.9529 1.1854 -2.3470 -0.6 0.1 -0.1
C 3.0969 1.3348 -0.9328 -0.4 0.0 1.6
C 2.0420 2.4185 -0.6350 0.4 0.6 0.8
F 2.4935 3.7058 -0.7488 0.7 0.2 -0.4
O 1.1311 2.2394 -1.6832 -1.3 0.3 0.7
H 2.6859 0.4314 -0.4287 0.5 0.3 -0.4
H 4.1386 1.5214 -0.5016 -1.4 0.1 -1.2
H 1.5498 2.4613 0.3528 0.1 -1.0 -0.6
O -3.0184 -0.7273 -0.7079 -0.7 0.3 -0.4
C -3.9348 -0.3531 -1.3849 0.7 -0.2 0.8
O -5.0466 -1.0767 -1.6661 1.2 -0.1 1.2
C -5.6570 -0.5010 -2.7892 -0.2 0.5 0.3
C -5.1890 0.9492 -2.6658 0.0 0.2 -2.2
F -6.0907 1.7810 -2.0702 0.5 -0.5 -0.1
O -3.9754 0.8958 -1.9720 -0.5 -1.6 1.0
H -5.2588 -1.0336 -3.6390 0.1 0.3 -0.6
H -6.7272 -0.6303 -2.7625 -0.3 0.1 0.2
H -4.8798 1.2735 -3.6483 -0.7 1.0 -0.3
O 0.9162 -3.3319 4.0253 -0.7 -0.1 1.2
C 1.9667 -3.4577 3.5109 0.3 0.2 -1.9
O 2.1507 -3.1001 2.1962 1.9 -0.9 0.3
C 3.5305 -3.5284 1.8492 -0.9 -0.1 -0.7
C 4.1623 -3.5900 3.1877 -0.6 -0.6 0.8
F 4.3778 -2.3160 3.5563 1.6 1.0 0.4
O 3.1053 -3.9797 4.0381 -0.8 -0.3 0.1
H 3.5085 -4.5384 1.4506 -0.2 0.0 -0.4
H 4.0355 -2.8264 1.1645 -0.5 -0.2 0.4
H 4.9757 -4.3264 3.3639 -0.1 1.0 -0.2
O -5.0629 4.1961 -0.5031 -0.3 0.0 -0.6
C -3.8965 4.0465 -0.6493 0.2 0.0 2.1
O -3.1957 3.7486 -1.7033 0.4 -0.1 -2.4
C -1.8313 3.4208 -1.3753 -0.6 0.1 0.5
C -1.6889 4.0661 -0.0470 -1.0 0.4 1.6
F -1.1891 5.3445 -0.1614 -0.4 -0.2 -0.1
O -3.0499 4.1022 0.4359 1.6 0.6 -0.1
H -1.8020 2.3391 -1.2941 0.5 -0.1 -0.3
H -1.0853 3.9001 -1.9905 -0.2 -0.3 -0.9
H -1.0647 3.5831 0.6948 0.0 -0.3 0.0
O 5.6762 -2.6314 -6.8223 1.0 -1.2 0.1
C 5.0458 -1.7777 -6.3267 -0.9 1.0 0.2
O 4.9995 -1.3905 -5.0172 -0.6 -0.1 -1.2
C 3.9162 -0.4257 -4.9528 0.3 0.3 0.4
C 3.9024 0.1980 -6.3294 -2.3 -3.3 -0.3
F 4.8241 1.0668 -6.5861 2.1 2.1 -0.2
O 4.1982 -1.0043 -7.0747 0.0 0.8 0.0
H 2.9487 -0.9229 -4.7881 0.5 0.2 0.2
H 4.2011 0.2545 -4.1775 -0.2 0.4 0.5
H 2.9312 0.5649 -6.6916 0.2 -0.1 0.3
O 0.5129 -0.9810 -1.3778 0.2 0.2 -0.1
C 0.1522 -0.9889 -0.2465 -0.3 0.2 1.1
O -0.4813 -1.9706 0.3723 -0.6 -0.7 0.6
C -1.0487 -1.4927 1.6348 -0.6 1.2 -1.7
C -0.2132 -0.2687 1.9309 0.5 -0.8 -0.3
F 0.7906 -0.7064 2.7997 -0.1 1.1 -0.5
O 0.3337 0.0390 0.6459 0.2 0.6 0.5
H -2.0688 -1.1650 1.4137 0.0 -0.4 0.1
H -0.9850 -2.2348 2.3849 0.2 -0.8 0.6
H -0.7243 0.6187 2.3482 0.6 -0.6 -0.2
O -3.8848 1.4804 -5.8752 0.4 -0.3 0.4
C -3.0530 0.7049 -5.5200 0.1 0.3 -1.2
O -1.7898 0.9736 -5.1701 -0.2 -0.3 0.6
C -1.2196 -0.2024 -4.4894 0.8 1.4 -1.6
C -2.2458 -1.2467 -4.8296 0.1 -1.5 0.8
F -2.7598 -1.5835 -3.5754 -0.6 -0.8 0.0
O -3.2433 -0.6663 -5.5741 0.0 0.7 0.4
H -0.2498 -0.4430 -4.9561 -0.3 0.4 0.4
H -1.1198 0.1069 -3.4351 -0.1 -0.8 -0.4
H -1.9394 -2.1819 -5.3473 0.1 0.7 0.6
O 4.7756 1.9917 2.2085 -0.7 0.2 -0.1
C 3.8936 2.2479 2.9627 0.4 0.0 0.8
O 2.5923 2.5203 2.6731 0.9 -0.6 1.7
C 1.8962 2.4904 3.9713 -1.2 2.2 -1.6
C 2.9132 2.4024 5.0695 0.7 -0.2 -2.3
F 2.7485 1.2675 5.7695 0.0 -0.8 0.6
O 4.1316 2.3124 4.3418 -0.7 0.3 -0.4
H 1.1681 3.3376 3.9480 0.9 -0.3 0.4
H 1.3018 1.6422 4.0256 -1.0 -1.9 -0.1
H 2.8613 3.2113 5.7356 0.5 1.1 1.0
```
Forces are in eV/Å.

# 2
Entry from OMol25: a structure of composition C28H25N7PPtSe2 in a non-equilibrium geometry (ωB97M-V with the def2-TZVPD basis set).

Results
Net charge: +3
Calculated total energy in eV: -183077.438
Relative energy (zero: lowest compared OMol25 entry of this formula, charge and spin) in kJ/mol: 108.3

The geometry in XYZ format:
```
64
Properties=species:S:1:pos:R:3:forces:R:3
Pt -0.9679 0.9999 0.7161 1.5 -0.8 -0.6
Se -1.0821 -1.5463 0.9121 -0.7 0.6 -0.2
P 2.2540 -2.9910 0.8217 -0.1 0.0 -0.5
Se 1.0669 -1.0153 1.2803 -0.1 0.9 0.9
C 1.0739 -4.1556 0.2069 0.3 0.0 -0.1
C 0.4140 -4.9741 1.1358 0.0 0.1 0.1
C -0.5533 -5.8604 0.7007 0.0 -0.1 0.0
C -0.8687 -5.9282 -0.6541 0.1 0.0 0.1
C -0.2159 -5.1157 -1.5782 0.0 0.0 -0.1
C 0.7691 -4.2405 -1.1637 -0.2 -0.1 0.1
C 3.4395 -2.6703 -0.4640 0.2 -0.2 0.1
C 3.9486 -1.3907 -0.7277 -0.1 0.0 0.0
C 4.9301 -1.2309 -1.6832 0.1 0.0 0.0
C 5.4583 -2.3440 -2.3385 0.0 0.0 0.0
C 4.9849 -3.6175 -2.0564 0.1 0.0 0.1
C 3.9902 -3.7902 -1.1092 -0.2 0.0 -0.1
H 0.6843 -4.9360 2.1852 0.0 0.0 0.0
H -1.0472 -6.5125 1.4081 0.0 0.0 0.0
H -1.6191 -6.6298 -0.9949 0.0 0.0 0.0
H -0.4744 -5.1727 -2.6271 0.0 -0.1 0.0
H 1.2895 -3.6200 -1.8811 0.0 0.0 0.0
H 3.5707 -0.5269 -0.1939 0.0 0.0 -0.1
H 5.3085 -0.2434 -1.9112 0.0 0.0 0.0
H 6.2647 -2.2173 -3.0487 -0.1 0.0 -0.1
H 5.4097 -4.4762 -2.5581 0.0 0.0 0.0
H 3.6443 -4.7872 -0.8649 0.0 0.0 -0.1
N 0.6077 4.5314 2.4222 0.0 0.1 -0.1
C 0.9679 4.9989 1.1825 0.0 -0.1 -0.1
C 0.6195 4.0272 0.2923 0.0 0.0 -0.1
N 0.0605 2.9827 0.9820 -0.4 -0.6 -0.3
C 0.0652 3.3114 2.2583 0.1 0.3 0.2
C -0.4085 2.3420 3.2126 0.0 0.0 0.3
N -0.8595 1.1739 2.7736 -0.5 0.1 -0.6
C -1.1864 0.4135 3.8723 -0.1 -0.1 0.0
C -0.9236 1.1434 4.9871 0.1 0.0 0.0
N -0.4313 2.3535 4.5521 -0.1 -0.1 0.1
H 0.7202 5.0482 3.2815 0.0 0.0 0.0
H 1.4453 5.9526 1.0354 0.0 0.0 0.1
H 0.7502 4.0146 -0.7760 0.0 0.0 0.0
H -1.5833 -0.5825 3.7860 0.0 0.0 0.0
H -1.0351 0.9068 6.0311 0.0 0.0 0.0
H -0.1461 3.1053 5.1619 0.0 0.0 0.0
N -2.3446 2.7505 -1.7470 0.2 0.3 0.1
C -3.1955 2.6839 -0.6614 -0.1 -0.1 0.0
C -4.3066 3.5294 -0.6252 -0.1 0.1 -0.1
C -5.2032 3.4141 0.4093 0.0 0.0 0.0
C -4.9831 2.4591 1.4047 0.0 0.0 0.0
C -3.8557 1.6888 1.3200 -0.2 0.0 -0.1
N -2.9685 1.8041 0.3024 0.3 -0.2 0.9
C -1.3336 1.9173 -2.1625 0.0 -0.2 0.0
C -0.9284 2.0361 -3.4992 0.0 0.0 -0.1
C 0.0610 1.2292 -3.9935 0.0 0.0 0.0
C 0.6607 0.2971 -3.1438 0.0 0.0 -0.1
C 0.2348 0.2319 -1.8499 0.0 0.0 -0.3
N -0.7482 1.0263 -1.3452 0.1 0.0 0.5
H -2.6273 3.4214 -2.4452 0.0 0.0 0.0
H -4.4579 4.2528 -1.4165 0.0 0.0 0.0
H -6.0775 4.0506 0.4420 0.0 0.0 0.0
H -5.6786 2.3227 2.2198 0.0 0.0 0.0
H -3.6444 0.9231 2.0532 0.1 0.0 0.0
H -1.4193 2.7606 -4.1357 0.0 0.0 0.0
H 0.3644 1.3062 -5.0291 0.0 0.0 0.0
H 1.4458 -0.3575 -3.4931 0.0 0.0 0.0
H 0.6703 -0.4782 -1.1713 0.0 0.0 0.0
```
Forces are in eV/Å.

Among the records above, which one has the highest relative energy (zero: lowest compared OMol25 entry of this formula, charge and spin)? C33H33F11O33